a) ORCA calculation (the ωB97M-V functional and the def2-TZVPD basis) on 2 unconnected molecules or ions with the total composition C5H11NO2.

```
19
Properties=species:S:1:pos:R:3:lowdin_spin:R:1
H -1.7993 -1.0254 1.0130 0.001
H -0.7301 0.9850 -1.4499 0.000
H 3.8101 3.8016 -1.4455 0.000
H 1.7255 1.3566 -0.3356 0.003
C 0.1922 0.6495 -1.0575 0.073
H -1.7039 -2.9680 -0.4493 0.001
C 1.1882 -0.2528 -1.6127 0.652
H -0.0254 -2.6846 0.2989 0.005
C -0.2206 0.4542 1.4826 0.015
C -0.3155 0.0284 0.1885 -0.016
H 2.0043 -0.4636 -0.9551 0.033
O 0.9588 1.8508 -0.6027 0.098
H -0.3661 -2.1948 -1.3737 0.018
H 0.4567 1.3156 1.7548 0.002
N -1.2867 -0.9841 0.0752 0.107
H 1.4134 -0.3682 -2.6758 0.030
H 3.0922 4.0124 -1.6122 0.000
C -0.8243 -2.3295 -0.3829 0.036
O -0.8326 -0.1229 2.4772 -0.060
```

Its frontier orbital gap (alpha / beta) is 6.1 / 7.8 eV. Its HOMO energy (alpha / beta) is -0.5152 / -0.5801 hartree. For the molecular weight, the calculation gives 117.148 g/mol. The spin multiplicity is 2. As for the charge: +1.

b) ORCA calculation (the ωB97M-V functional and the def2-TZVPD basis) on 2 unconnected molecules or ions with the total composition C5H11NO2.

```
19
Properties=species:S:1:pos:R:3:lowdin_spin:R:1
H 1.9314 2.1870 -0.9983 0.018
C -0.1359 -1.3157 0.2106 0.010
H 1.5760 -0.7971 -1.1262 0.035
C 0.8812 -0.3366 -0.4099 0.063
O -0.7059 0.1623 1.9561 0.019
N 0.1039 -2.7268 -0.0032 0.004
H -2.1728 2.7973 0.7946 0.000
H 1.5941 0.0579 0.3216 0.010
O -2.0992 2.0314 0.2150 0.069
H 0.3021 2.8666 -1.6145 0.016
H 0.4752 -3.2267 0.7906 0.000
H -1.6352 1.3451 0.7283 -0.002
C 0.8819 2.0338 -1.2406 0.451
C 0.2546 0.7997 -1.0863 0.291
C -0.2421 -0.9099 1.6705 0.005
H 0.6402 -2.9120 -0.8358 0.000
H 0.1462 -1.5921 2.4514 0.003
H -1.1084 -1.0820 -0.2247 0.001
H -0.6872 0.6179 -1.5992 0.006
```

Its frontier orbital gap (alpha / beta) is 8.6 / 5.0 eV. Its HOMO energy (alpha / beta) is -0.5033 / -0.5024 hartree. For the molecular weight, the calculation gives 117.148 g/mol. The spin multiplicity is 2. As for the charge: +1.

We find b) to be the most stable, with the next structure 74.1 kcal/mol higher.

a) ORCA calculation (the ωB97M-V functional and the def2-TZVPD basis) on a gas-phase ion, CH3O2 (charge +1).

```
6
Properties=species:S:1:pos:R:3:nbo_charge:R:1
H 0.4628 0.6078 1.5228 0.257
H 0.6781 -0.9559 -1.8378 0.520
C -0.3481 0.5675 0.7179 0.366
O -0.2734 -0.2484 -0.4117 -0.091
O 0.7881 -0.9323 -0.8804 -0.290
H -1.3074 0.9614 0.8892 0.239
```

Its frontier orbital gap is 10.2 eV. Its HOMO energy is -0.6729 hartree. For the molecular weight, the calculation gives 47.033 g/mol. As for the charge: +1.

b) ORCA calculation (the ωB97M-V functional and the def2-TZVPD basis) on 2 unconnected molecules or ions with the total composition CH3O2.

```
6
Properties=species:S:1:pos:R:3:nbo_charge:R:1
H -2.1196 0.5522 -0.3458 0.510
C 0.6339 -0.3982 0.1399 0.577
O -1.5871 -0.0809 0.1145 -0.350
H 0.6025 -1.4147 -0.0817 0.226
H 2.6777 0.9247 -0.0802 0.185
O -0.2074 0.4169 0.2533 -0.148
```

Its frontier orbital gap (alpha / beta) is 8.0 / 11.0 eV. Its HOMO energy (alpha / beta) is -0.6184 / -0.6537 hartree. For the molecular weight, the calculation gives 47.033 g/mol. As for the charge: +1.

We find a) to be the most stable, with the next structure 90.8 kcal/mol higher.

a) ORCA calculation (the ωB97M-V functional and the def2-TZVPD basis) on a molecular structure, C42H47HgN6O12PS2Sb2.

```
113
Properties=species:S:1:pos:R:3:lowdin_charge:R:1
C 0.0674 0.9609 -3.4008 -0.155
H -2.0529 5.9982 5.0661 0.096
H -2.2759 3.5648 4.8573 0.105
H 4.9501 -6.5382 0.0017 0.091
O 3.5071 3.8931 0.1088 0.022
H -0.2983 -5.3564 0.9563 0.032
O 4.8754 4.2725 -1.5152 0.013
H 3.9003 4.9411 -3.5256 0.117
C -3.7197 -1.0284 1.1101 -0.054
H -0.0975 -4.4625 4.2041 -0.018
Hg 0.0503 1.1108 -0.1712 0.981
N -6.1023 -0.0012 -2.4267 -0.410
N -0.9840 3.3621 -2.2999 -0.357
H 0.1174 3.6505 1.3027 0.096
O -6.6429 0.2644 -3.5157 -0.062
O 3.2109 5.7004 -5.7285 0.026
C 0.1257 -4.9036 -1.6376 -0.332
C 3.0091 -3.1376 1.9274 -0.334
C -3.9857 -0.2117 -1.1412 -0.046
H 4.3909 -0.1773 0.5000 0.052
H 5.5777 -0.5575 1.7740 0.116
C 5.4520 1.5421 1.2440 -0.071
H 0.3933 6.0925 1.5666 0.112
H -4.1372 -1.4083 2.0329 0.096
C 2.4539 -5.5892 -2.0599 -0.079
S 1.9099 -0.3023 0.2909 0.295
C -4.5463 -0.6785 0.0629 0.007
H -5.6185 -0.7615 0.1537 0.091
C 4.8302 0.1712 1.4403 -0.315
C -2.5714 -0.0783 -1.1665 -0.179
N 3.7310 4.0643 -1.0917 -0.343
H 3.1636 -6.1717 1.6499 0.104
H -0.2518 4.4905 -4.5156 0.114
H 5.9174 1.9002 2.1625 0.076
C 0.7997 -3.8621 4.0736 -0.358
H -2.5284 1.7747 -5.4029 0.121
O 2.0267 1.9320 2.1132 -0.362
C 1.5640 -2.4687 -3.0723 -0.314
H 1.1501 0.9858 -3.3537 0.116
H 1.6293 -1.4219 -3.3460 -0.028
H -0.7002 -5.2654 -1.0312 0.043
Sb 0.8562 -3.1285 1.9968 1.220
H -1.3633 -3.5800 -3.8582 -0.005
H 4.6917 2.2565 0.9317 0.045
H 2.2035 1.9568 4.8410 0.030
O -1.8757 3.5729 -3.1435 -0.022
C -0.2053 5.5365 2.2726 -0.050
H 2.5027 -2.7718 -2.6206 -0.010
C 1.3903 3.5094 -1.6425 -0.259
H 3.4083 -3.9902 2.4716 0.001
H 4.4906 -6.1434 -2.4073 0.090
C 2.9693 -5.9924 0.6001 -0.091
C -0.8140 6.1987 3.3301 -0.079
C -1.0807 3.4352 3.0690 -0.157
C -1.1519 1.9804 2.9381 -0.359
C 1.7061 -5.5369 0.2271 -0.314
C 0.3178 3.7378 -2.5913 -0.122
C 1.4346 -5.3568 -1.1415 -0.307
C 3.9710 -6.2121 -0.3244 -0.111
H 2.7088 3.7820 2.4208 0.110
H -0.0391 1.8398 -5.3521 0.108
C -4.7244 0.1444 -2.3189 -0.124
C -1.9724 1.3879 -4.5618 -0.009
H -2.7627 1.2385 4.1252 0.095
H -1.3608 0.1564 3.9994 0.038
H 3.3345 -3.1691 0.8921 0.005
C -1.5466 -2.7536 -3.1768 -0.301
C -4.0514 0.6671 -3.4311 0.036
H -1.6717 -1.1181 1.7905 0.066
H 3.7911 2.5056 3.0251 0.096
C 1.8521 4.7464 -4.1717 -0.188
C -1.6757 1.1894 4.1088 -0.029
H -1.2770 1.5755 5.0419 0.082
H -1.5264 -1.8192 -3.7255 -0.011
N 2.0929 5.2701 -5.4571 -0.373
H -2.5253 -2.8676 -2.7214 0.000
H 3.3599 -2.2181 2.3778 -0.042
O 1.1747 5.2707 -6.2716 0.035
O 1.2590 2.8365 -0.5924 -0.152
N -0.5568 0.4668 -2.3297 -0.009
C -2.3483 -0.8567 0.9850 -0.172
C 2.6686 4.0829 -2.0073 -0.091
H 1.6768 -4.4735 4.2741 -0.011
H 6.2111 1.4785 0.4677 0.079
C -0.3499 4.1725 2.1274 0.006
H 0.7779 -3.0234 4.7616 -0.056
H 2.7960 3.6296 4.9184 0.075
O -6.7830 -0.4038 -1.4640 -0.071
C -0.6051 1.4098 -4.5405 -0.066
H -0.0340 -5.2174 -2.6664 0.051
O -1.2865 2.8229 -1.1860 -0.125
Sb -0.0276 -2.6815 -1.6065 1.335
C 0.5598 4.3531 -3.8193 0.039
H 2.2429 -5.4524 -3.1127 0.103
C 2.7485 2.8274 2.9490 -0.276
S 1.3714 -0.4409 3.7481 0.315
C 0.7305 -5.2430 1.2774 -0.333
C -1.8952 0.4077 -2.3440 -0.238
H -0.7052 7.2698 3.4400 0.099
C -1.5669 5.4814 4.2493 -0.090
N -1.7925 -0.3648 -0.1122 -0.006
C -2.6731 0.8067 -3.4646 -0.165
H 1.3650 -3.0706 -3.9571 0.003
H -4.6473 0.9954 -4.2693 0.111
H 0.8905 -5.8638 2.1523 0.047
C 2.9013 4.6238 -3.2679 0.063
P 2.2446 0.3478 2.1780 -0.055
H 1.1570 3.2984 4.3422 0.056
O -0.7827 1.3852 1.9257 -0.073
C 3.7150 -5.9952 -1.6674 -0.110
O 3.8257 0.1523 2.4493 -0.370
C -1.6929 4.1129 4.1319 -0.035
C 2.1803 2.9320 4.3545 -0.071
```

Its frontier orbital gap (alpha / beta) is 4.4 / 4.6 eV. Its HOMO energy (alpha / beta) is -0.0351 / -0.0432 hartree. For the molecular weight, the calculation gives 1367.086 g/mol. As for the charge: -2.

b) ORCA calculation (the ωB97M-V functional and the def2-TZVPD basis) on a molecular structure, C42H47HgN6O12PS2Sb2.

```
113
Properties=species:S:1:pos:R:3:lowdin_charge:R:1
O -0.4656 1.5870 -3.9675 0.037
Sb 2.9274 0.8431 -2.2296 1.418
C -6.1212 1.6215 1.1712 0.019
C 5.1442 -2.0144 -1.1932 -0.063
C 0.0265 -0.7991 -2.5282 -0.385
O -0.4890 0.0148 -1.7364 -0.168
C 0.6406 -2.9158 -4.3350 -0.178
H 0.7056 5.6169 -1.1482 0.072
H -2.2160 -2.8827 -1.8833 0.097
C -2.0034 0.1312 3.5693 -0.157
H 3.2256 0.1305 -4.8367 -0.006
H 5.5243 -4.1105 -1.4099 0.094
C -1.2749 6.4491 -1.0462 -0.079
N -2.2664 0.6075 2.3707 0.048
H -0.9626 -0.0799 3.7905 0.063
C -4.3058 0.2177 4.1877 0.006
C -2.6085 -3.9145 2.2095 -0.009
O -0.0289 5.5660 0.7988 -0.350
C 3.6886 -0.2445 1.8478 -0.271
H 5.5013 -1.7784 -2.1895 0.098
C -5.0418 1.7459 0.2787 -0.158
H -5.1063 0.0729 4.8923 0.089
H 0.1526 -2.2777 3.1337 -0.018
O 1.3468 -5.0490 -4.7894 0.035
H 0.6309 7.1639 -0.2895 0.114
H -2.9756 -5.1828 3.8937 0.100
N -7.0861 1.0145 3.2577 -0.400
C 4.6668 0.4091 -0.9695 -0.324
O -1.4863 -1.7648 0.8484 0.023
O -7.0120 0.5617 4.4361 -0.087
C 5.1687 -3.3255 -0.7538 -0.095
N 1.0818 -2.1838 -0.7658 -0.338
O -8.1905 1.3852 2.7794 -0.080
O -1.1423 0.4528 -5.6625 0.021
H -1.2056 6.9948 -1.9898 0.073
S 0.2573 3.4972 2.8311 0.225
C -2.9999 -0.0875 4.5087 -0.049
H 2.6294 -0.0100 4.7320 -0.007
O 2.2465 4.6925 0.9719 -0.346
C -3.1029 -5.0500 2.8268 -0.076
S 0.4513 2.9776 -0.5443 0.287
C 3.7602 2.7595 -2.8111 -0.340
C 1.8926 0.6086 4.2147 -0.346
P 0.7090 4.1685 1.0662 -0.158
C 4.2077 -1.2736 0.8940 -0.269
H 5.5234 0.5448 -1.6335 0.053
C 0.9361 -3.0694 -2.9695 0.057
H 5.4210 3.6924 1.1588 0.072
C -2.6327 -2.1421 -1.1954 0.008
C -2.7742 -3.7305 0.8404 -0.134
H 3.9723 0.7717 1.5807 0.032
H -2.7491 -0.4857 5.4831 0.099
H -4.1481 -6.9064 2.5592 0.095
Hg -0.5020 0.8492 0.5828 0.795
C -3.9294 -5.8410 0.7120 -0.087
C 4.6665 -0.9707 -0.3955 -0.278
O 1.3227 -3.3390 -0.3028 -0.061
C 0.7101 -2.0261 -2.0964 -0.137
H 4.8479 2.7603 -2.7168 -0.007
C -4.6210 0.7345 2.9181 -0.041
H -1.7569 5.4894 -1.2324 0.069
H 1.3689 -3.9809 -2.5900 0.114
N -0.6318 0.5251 -4.5455 -0.348
H 3.3351 3.5450 -2.1853 -0.030
H 0.9678 0.6217 4.7916 -0.015
C 4.6140 4.4111 1.0030 -0.073
C 3.7715 -0.1746 -3.9431 -0.332
C 4.7261 -3.6208 0.5270 -0.096
H -1.9636 1.8901 -2.0262 0.065
H -4.4406 -6.5935 0.1250 0.097
H 1.3925 -2.8452 2.0036 -0.009
H 4.6974 5.1977 1.7539 0.074
H -0.0603 -1.6234 -5.8886 0.120
H 4.0779 -0.4377 2.8499 0.058
H -7.1148 1.9080 0.8648 0.103
H 3.4909 2.9578 -3.8492 -0.008
C 0.1041 6.2237 -0.4686 -0.327
O 1.3881 -1.1106 -0.0876 -0.363
H -3.7196 -2.1612 -1.2937 0.096
Sb 1.5530 -0.1935 2.2239 1.382
C -2.8479 1.8809 -1.4018 -0.148
H -3.5747 -4.5654 -0.9692 0.108
N 0.8997 -4.0049 -5.2455 -0.371
C -4.1007 2.2952 -1.8755 -0.049
O 0.6711 -3.8463 -6.4401 0.022
C -5.9526 1.1174 2.4602 -0.127
H 3.9108 -2.8250 2.3309 0.100
H 3.1550 2.9622 0.3326 0.060
C 1.2018 -2.1935 2.8553 -0.278
C -3.7619 -6.0167 2.0772 -0.097
H 1.8308 -2.4423 3.7113 0.006
C 0.1412 -1.7382 -4.8362 0.048
C -5.1867 2.2260 -1.0454 -0.019
H -1.8926 7.0207 -0.3527 0.075
C -0.1051 -0.6890 -3.9603 -0.092
H 3.6515 -1.2514 -3.8214 -0.011
C 3.2763 3.7180 1.1162 -0.349
H 4.7113 1.1883 -0.2093 0.028
H 3.1662 3.2234 2.0875 0.090
H -6.1704 2.5300 -1.3845 0.111
H -2.2413 -1.1611 -1.4548 0.058
H -4.1889 2.6523 -2.8928 0.103
H 4.7204 -4.6413 0.8882 0.096
C -3.4418 -4.6970 0.0961 -0.028
H 4.7349 4.8568 0.0146 0.073
H 4.8289 0.0703 -4.0612 -0.005
C -3.5290 0.8912 2.0276 -0.140
H -2.0936 -3.1484 2.7720 0.103
C 4.2638 -2.5974 1.3318 -0.066
C -3.7395 1.3752 0.6697 -0.153
C -2.2299 -2.4774 0.2120 -0.356
N -2.6958 1.4368 -0.1663 0.041
H 2.2515 1.6352 4.1448 -0.035
```

Its frontier orbital gap (alpha / beta) is 5.4 / 5.4 eV. Its HOMO energy (alpha / beta) is -0.0521 / -0.0545 hartree. For the molecular weight, the calculation gives 1367.086 g/mol. As for the charge: -2.

We find b) to be the most stable, with the next structure 43.9 kcal/mol higher.

a) ORCA calculation (the ωB97M-V functional and the def2-TZVPD basis) on a molecular structure, C22H14BBrF2I2N6O3Tc.

```
52
Properties=species:S:1:pos:R:3:lowdin_spin:R:1
I 5.0032 3.3644 -3.0389 0.000
N -4.4679 2.2315 1.9859 0.009
F 6.2189 0.5801 -2.8053 0.000
C -2.4158 -2.7238 0.0426 0.011
C -3.4234 1.7186 2.1340 0.001
Br 4.6765 -3.7007 2.5895 -0.001
C -0.8353 4.8902 -3.6098 -0.003
C -1.8464 2.7897 -2.8740 -0.003
O -0.0040 -2.8496 0.6436 0.111
I 1.4169 -1.7841 -2.2590 0.061
Tc 0.2923 -0.9898 0.0854 2.403
H 1.2270 3.1469 -1.5568 0.000
N -0.2727 2.3349 3.5385 0.009
C 3.7777 -2.0618 2.2545 -0.004
H 4.0366 1.3091 2.6744 -0.001
H -4.5825 -2.8602 -0.2822 0.001
F 4.6234 1.0073 -1.1572 0.000
C 0.3807 3.3708 -2.2414 -0.002
H -0.6323 -4.6563 2.1261 -0.001
C -1.1699 1.7928 3.0032 0.002
C 4.3574 -0.8383 2.7525 0.025
N -1.3765 -0.7302 -0.9018 -0.025
H -3.1598 -1.5481 -1.6117 0.005
H -2.6509 2.0530 -2.9952 0.000
O 0.3495 0.9414 -0.6324 0.054
H 5.2056 -0.9420 3.4145 0.001
H -0.8731 5.8717 -4.1010 0.000
N 1.9443 -0.9249 1.2460 0.008
B 5.3561 1.3864 -2.2010 0.000
C 3.6171 0.3151 2.4850 -0.004
O -0.5519 -0.3793 1.7467 0.062
H 1.2778 5.1573 -3.1100 0.000
C -0.6236 1.2587 -1.4379 -0.009
H 2.4424 -2.9369 0.8432 0.001
C -3.7182 -3.2198 0.2913 0.021
C 2.4050 0.2488 1.8010 0.024
H -2.8636 4.3403 -4.0838 0.000
H -4.9352 -4.5865 1.3996 0.000
C -1.3057 -3.2262 0.8431 0.038
C 0.3772 4.5274 -3.0271 0.000
N -1.6004 0.3541 -1.6431 0.006
C 2.6670 -2.0795 1.4328 0.024
C -0.7103 2.5058 -2.1709 -0.001
C -2.1602 1.0979 2.3540 0.016
H 1.8848 1.1583 1.5039 0.001
C -3.9262 -4.1794 1.2015 0.002
C -2.3283 -1.6852 -0.9075 0.117
C -1.9508 4.0163 -3.5806 0.001
H -2.9332 -5.6883 2.4785 0.002
C -1.5298 -4.3050 1.6825 0.002
N -1.8813 -0.0947 1.7925 0.000
C -2.8084 -4.7783 1.8823 0.037
```

Its frontier orbital gap (alpha / beta) is 6.8 / 5.9 eV. Its HOMO energy (alpha / beta) is -0.2924 / -0.2977 hartree. For the molecular weight, the calculation gives 890.913 g/mol. The spin multiplicity is 4.

b) ORCA calculation (the ωB97M-V functional and the def2-TZVPD basis) on a molecular structure, C22H14BBrF2I2N6O3Tc.

```
52
Properties=species:S:1:pos:R:3:lowdin_spin:R:1
H -0.4026 -5.2768 1.4474 0.000
C 2.5436 0.5586 -1.2398 0.001
C -1.4944 5.0245 3.2971 0.005
C 3.9147 0.9802 -1.4554 0.011
H 5.5078 -1.8954 -0.5203 0.001
C -0.9009 1.9026 1.3862 -0.002
C -3.0745 3.3508 4.1493 0.016
N 1.6910 -1.3184 -4.0889 0.001
N -0.9225 -0.0249 -5.9115 0.001
H -2.9688 1.3950 3.2044 0.026
H 6.0144 0.3477 -1.2487 0.000
H -2.8473 5.4307 4.8104 0.000
H -0.2861 4.5079 1.6363 0.000
C -2.5199 2.4340 3.1936 0.040
C 2.2999 -0.8324 -1.0338 0.018
C 1.5281 1.5538 -1.0802 0.057
C 1.3338 -0.2262 -4.7051 0.000
C -2.4686 -4.4718 1.4077 0.016
C -1.0969 -4.4326 1.2507 -0.003
Br -5.0335 -3.2902 1.6576 0.002
Tc -0.3875 -0.3692 -0.0652 1.765
H 1.6702 2.5035 -1.6388 0.004
N 0.5181 1.3915 -0.1830 -0.007
H 0.5922 -3.2624 0.5821 0.000
C 0.0625 -0.1296 -5.2967 0.001
C 2.1767 0.9003 -4.6601 0.000
H -3.8732 3.0329 4.8400 0.002
O -1.4115 0.6813 1.3760 0.035
C -0.5059 -3.2751 0.8031 0.015
N 0.0302 2.4066 0.6114 -0.004
H 3.1607 -2.6537 -0.4401 0.000
F 2.0078 -3.3248 -2.1778 0.000
C 3.3657 -1.6515 -0.6977 -0.003
C 4.6365 -1.1692 -0.7165 0.012
H -3.0782 -1.2554 0.5447 0.002
O 0.5704 -1.9965 -3.6241 0.001
C 4.9650 0.1316 -1.1093 -0.003
C -1.0045 4.0958 2.3873 0.002
C -1.4997 2.8221 2.3473 0.004
H -3.0035 -5.3776 1.7107 0.001
H 4.0671 1.9555 -1.8962 0.000
C -2.5138 4.6511 4.1400 0.000
F -0.2861 -3.1982 -1.7688 0.002
O 1.0220 -1.3424 -1.2885 0.034
H -1.1478 6.0295 3.2986 0.000
N 2.8567 1.8120 -4.4489 0.000
C -3.2307 -3.3367 1.2320 -0.002
I -5.6150 0.9125 2.8694 0.899
N -1.2053 -2.1672 0.5798 0.009
C -2.5411 -2.1919 0.7464 0.019
I -2.0950 0.1994 -1.9860 0.022
B 0.8793 -2.5412 -2.2281 0.002
```

Its frontier orbital gap (alpha / beta) is 6.2 / 5.3 eV. Its HOMO energy (alpha / beta) is -0.3055 / -0.3142 hartree. For the molecular weight, the calculation gives 890.913 g/mol. The spin multiplicity is 4.

We find a) to be the most stable, with the next structure 24.8 kcal/mol higher.